This record from the OMol25 dataset describes 9 unconnected molecules or ions with the total composition C40H64N2O24P at a distorted geometry. The level of theory is ωB97M-V with the def2-TZVPD basis set.

The geometry in ORCA input format:
```
! RIJCOSX wB97M-V def2-TZVPD def2/J DEFGRID3
* xyz 1 1
N 4.120 2.206 0.274
P 4.014 3.548 1.342
C 3.185 4.959 0.463
C 1.623 4.744 0.320
C 1.081 5.049 -1.148
C 0.486 3.741 -1.802
C -1.047 3.791 -2.152
C -1.962 4.469 -1.070
C -2.466 3.480 0.061
C -1.753 3.677 1.458
C -1.059 2.394 2.057
C -1.884 1.058 1.927
C -1.113 -0.098 1.174
C -0.678 0.274 -0.288
N 0.646 -0.250 -0.699
C 1.665 -0.835 0.015
C 2.733 -1.097 -0.940
C 2.246 -0.629 -2.270
C 0.910 -0.113 -2.052
H 4.816 2.429 -0.447
H 4.427 1.375 0.790
H 5.358 3.989 1.576
H 3.423 3.229 2.590
H 3.396 5.901 1.040
H 3.724 5.069 -0.515
H 1.081 5.345 1.099
H 1.435 3.669 0.607
H 2.002 5.320 -1.740
H 0.422 5.944 -1.185
H 0.770 2.844 -1.183
H 1.033 3.594 -2.777
H -1.212 4.214 -3.180
H -1.384 2.717 -2.231
H -2.884 4.815 -1.613
H -1.533 5.378 -0.583
H -2.428 2.445 -0.350
H -3.556 3.709 0.221
H -2.454 4.150 2.197
H -0.935 4.437 1.306
H -0.025 2.241 1.627
H -0.890 2.608 3.151
H -2.046 0.681 2.976
H -2.903 1.213 1.502
H -0.285 -0.496 1.814
H -1.858 -0.959 1.091
H -0.598 1.398 -0.352
H -1.481 0.009 -1.028
H 1.614 -1.032 1.099
H 3.725 -1.545 -0.723
H 2.808 -0.663 -3.242
H 0.255 0.303 -2.844
C 1.293 -4.858 -1.629
C 2.113 -4.573 -0.403
O 1.806 -5.674 0.449
C 1.395 -6.698 -0.347
O 1.222 -7.814 0.031
O 1.209 -6.282 -1.627
H 1.765 -4.498 -2.542
H 0.284 -4.444 -1.565
H 3.187 -4.573 -0.608
H 1.843 -3.630 0.068
C 6.192 -0.187 -4.319
C 6.452 -0.839 -5.648
O 5.636 -2.005 -5.592
C 4.644 -1.764 -4.702
O 3.697 -2.468 -4.543
O 4.863 -0.609 -4.009
H 6.251 0.900 -4.367
H 6.867 -0.545 -3.537
H 6.129 -0.220 -6.489
H 7.499 -1.104 -5.786
C -6.921 5.012 -1.559
C -7.781 3.936 -2.163
O -6.830 3.116 -2.840
C -5.628 3.309 -2.241
O -4.656 2.653 -2.454
O -5.674 4.347 -1.365
H -7.316 5.383 -0.614
H -6.769 5.857 -2.235
H -8.292 3.334 -1.407
H -8.519 4.331 -2.858
C 0.833 -4.185 -6.174
C 0.480 -2.728 -6.057
O -0.749 -2.640 -6.772
C -1.313 -3.880 -6.764
O -2.419 -4.117 -7.128
O -0.443 -4.811 -6.284
H 1.374 -4.556 -5.304
H 1.414 -4.405 -7.073
H 0.311 -2.420 -5.022
H 1.235 -2.080 -6.500
C 3.677 -10.662 1.200
C 2.238 -11.095 1.217
O 2.326 -12.501 1.004
C 3.564 -12.896 1.406
O 3.905 -14.029 1.518
O 4.362 -11.823 1.666
H 3.866 -9.811 1.853
H 4.031 -10.423 0.194
H 1.758 -10.913 2.182
H 1.650 -10.618 0.434
C -3.697 5.694 5.928
C -4.544 4.691 5.194
O -4.981 5.422 4.050
C -4.081 6.420 3.838
O -4.058 7.110 2.868
O -3.209 6.525 4.876
H -2.874 5.231 6.470
H -4.278 6.307 6.621
H -3.970 3.823 4.860
H -5.392 4.348 5.783
C -4.322 -3.946 1.096
C -5.600 -3.905 1.889
O -5.180 -3.363 3.138
C -4.043 -2.658 2.914
O -3.524 -1.946 3.713
O -3.570 -2.869 1.655
H -4.486 -3.794 0.030
H -3.767 -4.876 1.241
H -6.346 -3.240 1.447
H -6.042 -4.892 2.021
C 3.446 2.292 6.116
C 2.183 2.055 5.332
O 1.209 2.784 6.063
C 1.867 3.753 6.762
O 1.335 4.639 7.343
O 3.217 3.569 6.702
H 4.336 2.308 5.487
H 3.588 1.557 6.912
H 2.238 2.461 4.315
H 1.918 1.000 5.277
*
```

Its orbital gap is 7.1 eV. The value obtained for the total energy is -103918.4768 eV.